(1)
# C31H52NOSi4Ti

A molecular structure, C31H52NOSi4Ti (the ωB97M-V functional and the def2-TZVPD basis, OMol25).

Geometry as XYZ:
```
90
Properties=species:S:1:pos:R:3:forces:R:3:mulliken_charge:R:1
C 2.5475 -0.8973 0.2643 -0.36 1.13 -0.54 -0.343
C 2.5804 -1.5787 -0.9702 0.67 1.13 0.12 -2.158
C 2.1883 -0.6854 -1.9855 -0.01 0.03 0.20 0.651
H 3.0185 -2.5568 -1.1090 -0.38 -0.04 -0.03 0.640
C 1.8794 0.5810 -1.4019 0.32 -0.21 1.23 -0.645
C 2.1084 0.4608 0.0099 0.71 0.03 -0.33 -0.457
H 1.5744 1.4875 -1.9261 0.07 -0.37 0.20 0.292
C -0.7938 -2.6839 0.8158 -0.39 0.42 -0.56 -0.281
C 0.4336 -3.1417 0.2500 -0.90 -0.13 0.13 -0.967
C 0.3555 -2.9885 -1.1524 -1.44 -0.15 -0.70 -0.407
H 1.1981 -3.6921 0.8163 -0.28 0.61 -0.44 0.699
C -0.9001 -2.3309 -1.4819 -0.48 -1.43 0.68 -0.505
C -1.6304 -2.1810 -0.2435 0.87 -0.52 -0.29 -0.905
H 2.1698 -0.9183 -3.0493 -0.13 0.08 0.31 0.269
H 2.1494 1.2923 0.7090 -0.20 -0.36 -0.14 0.560
H 2.9558 -1.2878 1.1785 -0.26 0.06 0.20 1.014
H -2.6762 -1.8641 -0.1744 0.70 0.14 0.14 0.627
H 1.0675 -3.4275 -1.8523 -0.34 0.53 0.19 0.764
H -1.0884 -2.8345 1.8521 0.21 0.37 -0.40 0.139
Ti 0.2588 -0.8333 -0.3786 1.42 0.06 0.96 0.087
C -1.3610 -1.8184 -2.8481 -0.04 -0.39 -0.17 2.830
C -2.8904 -1.6220 -2.9168 0.40 -0.21 0.01 -2.129
C -0.8806 -2.8090 -3.9263 -0.20 -0.20 -0.23 -1.678
H -3.4182 -2.5761 -2.7061 0.26 0.62 -0.18 0.392
H -3.1239 -1.2779 -3.9453 -0.15 -0.15 0.63 0.460
H -3.1804 -0.8579 -2.1743 -0.16 -0.35 -0.44 0.421
H -1.3783 -3.7906 -3.8363 0.25 0.38 0.10 0.357
H 0.2113 -2.9550 -3.8889 -0.36 0.03 0.04 0.314
H -1.1159 -2.4165 -4.9250 0.01 -0.05 0.20 0.435
C -0.6178 -0.4755 -3.1269 1.23 0.52 0.93 2.437
C -1.3428 0.8520 -2.9344 0.95 -0.62 3.50 -1.051
H 0.0258 -0.5366 -4.0017 -0.66 -0.15 0.16 -1.721
H 0.1886 -0.3553 -2.3460 -0.82 -0.12 -1.05 -0.520
O -1.5476 1.0487 -1.6718 -0.36 -0.23 -4.02 -0.462
N -1.6161 1.6861 -3.9967 -0.54 0.33 -0.16 0.027
C -0.5607 2.4153 -4.8214 -0.26 -0.07 0.12 -1.058
H -2.5380 2.1270 -3.9497 0.74 0.33 0.31 0.377
C 0.6653 1.5592 -5.0331 0.32 0.03 -1.03 0.817
C 1.9395 2.0343 -4.7053 -0.46 -0.11 -0.04 -0.586
H 2.0015 3.0036 -4.1921 0.23 -0.43 -0.25 0.412
C 3.0720 1.2996 -5.0687 0.19 -0.11 0.17 -0.561
H 4.0696 1.7158 -4.8457 -0.60 -0.37 -0.25 0.378
C 2.9259 0.0308 -5.6523 -0.03 0.30 0.19 -0.606
H 3.8174 -0.5316 -5.9360 -0.29 0.05 0.25 0.419
C 1.6462 -0.4941 -5.9031 0.23 0.74 -0.17 -0.341
H 1.5345 -1.5316 -6.2290 -0.01 0.48 -0.24 0.468
C 0.5374 0.3446 -5.7322 0.45 -0.39 0.47 -0.081
H -0.4557 -0.0299 -5.9895 0.22 0.22 -0.03 0.356
H -0.2553 3.3729 -4.3132 -0.51 -0.91 -0.38 0.392
H -0.9585 2.6640 -5.8480 -0.04 -0.25 1.29 0.374
C -3.5806 -0.1095 2.5347 -0.39 -0.20 0.25 -0.909
Si -2.0718 -0.3454 3.6303 0.12 -0.13 -0.08 0.810
C -2.3221 0.6370 5.2352 -0.03 0.06 -0.12 -1.205
C -1.9304 -2.1409 4.2263 -0.31 0.04 -0.05 -1.331
Si -0.2116 0.2694 2.3182 0.43 -0.10 -0.13 0.329
Si -0.4481 2.6144 2.1617 0.17 -0.11 -0.04 0.558
C -1.3839 3.4025 3.6030 -0.01 -0.10 -0.01 -1.198
C 1.1956 3.5568 2.0947 -0.16 0.03 -0.08 -1.176
C -1.4106 2.8433 0.5730 -0.04 0.61 -0.01 -0.708
Si 1.5456 -0.2782 3.8169 -0.19 0.12 -0.35 0.517
C 1.1421 0.0685 5.6342 0.03 -0.10 -0.04 -1.247
C 1.8293 -2.1338 3.5742 0.40 -0.07 0.29 -0.678
C 3.1492 0.6681 3.4773 0.12 -0.22 0.05 -1.223
H -4.4637 -0.4469 3.0955 0.00 0.08 -0.22 0.433
H -3.5228 -0.6927 1.6084 0.01 0.09 0.15 0.038
H -3.7400 0.9419 2.2644 0.10 -0.17 0.07 0.262
H -2.9881 0.0365 5.8736 0.14 0.14 -0.14 0.423
H -1.3944 0.8100 5.7940 -0.29 -0.03 -0.16 0.259
H -2.8089 1.6028 5.0578 0.13 -0.25 0.09 0.372
H -2.0891 -2.8676 3.4214 -0.02 0.03 0.27 0.522
H -0.9728 -2.3604 4.7167 -0.27 0.10 -0.10 0.274
H -2.7347 -2.2862 4.9641 0.23 -0.12 -0.15 0.486
H -0.9894 3.0879 4.5780 -0.06 0.13 -0.21 0.330
H -1.2580 4.4944 3.5183 -0.12 -0.30 0.04 0.424
H -2.4552 3.1618 3.5816 0.25 0.14 -0.02 0.286
H 1.7267 3.4027 1.1449 -0.04 0.12 0.24 0.307
H 0.9399 4.6274 2.1825 0.24 -0.31 -0.09 0.459
H 1.8659 3.2937 2.9262 -0.22 0.10 -0.27 0.242
H -0.8341 2.5647 -0.3153 -0.05 0.14 0.29 -0.071
H -2.3358 2.2580 0.5450 0.16 0.03 0.07 0.141
H -1.6890 3.9007 0.4774 -0.01 -0.07 -0.10 0.606
H 0.3749 -0.6034 6.0401 0.22 0.10 -0.07 0.320
H 2.0694 -0.0600 6.2154 -0.27 -0.03 -0.10 0.430
H 0.7981 1.0980 5.7927 0.12 -0.15 -0.08 0.321
H 1.9230 -2.4300 2.5216 -0.06 0.12 0.33 -0.205
H 2.7689 -2.3916 4.0853 -0.16 -0.15 -0.11 0.447
H 1.0335 -2.7365 4.0275 0.13 0.13 -0.10 0.331
H 3.4004 0.7434 2.4125 0.02 0.04 0.28 0.277
H 3.1171 1.6795 3.9057 -0.02 -0.26 -0.15 0.323
H 3.9649 0.1241 3.9786 -0.09 0.19 -0.12 0.478
```
Forces are in eV/Å.

Calculated values
Orbital gap (alpha / beta) (Eh): 0.26032 / 0.26030
LUMO energy (alpha / beta) (Eh): -0.1207 / -0.1207
Maximum force (eV Å⁻¹): 4.05
Total energy (hartree): -3349.6715
Highest occupied orbital energy (alpha / beta) (eV): -10.37 / -10.37
Total charge: +1



(2)
# C31H53AlNO2Si2

A molecular structure, C31H53AlNO2Si2 (the ωB97M-V functional and the def2-TZVPD basis, OMol25).

Geometry as XYZ:
```
90
Properties=species:S:1:pos:R:3:forces:R:3:mulliken_charge:R:1
O -0.5563 -1.3042 -2.1949 -0.45 -1.22 -1.66 1.657
O 0.7516 0.8068 -3.6205 0.06 -0.04 0.49 0.238
C 0.1760 -2.5751 -2.7141 -0.67 1.42 0.32 -0.438
C -0.6044 -3.7231 -2.1485 0.17 -0.10 0.07 -1.214
H 1.2087 -2.4749 -2.3532 -0.44 0.01 -0.11 0.339
H 0.1100 -2.4676 -3.8011 0.46 -0.24 0.41 0.459
H -0.7338 -3.5782 -1.0734 -0.06 -0.07 -0.11 0.214
H -0.0654 -4.6573 -2.3026 -0.02 -0.02 -0.10 0.482
H -1.5778 -3.7936 -2.6356 0.01 -0.12 0.12 0.274
C -1.8934 -0.9563 -3.0001 1.00 -0.21 0.63 0.441
C -1.7681 -1.2063 -4.4782 0.05 -0.19 -0.34 -1.668
H -2.1330 0.0872 -2.7728 0.33 -0.30 0.26 0.250
H -2.5823 -1.6460 -2.5020 0.12 0.36 -0.14 0.294
H -1.0667 -0.5429 -4.9851 0.17 -0.08 0.30 0.128
H -2.7342 -1.0031 -4.9519 -0.10 -0.03 0.32 0.456
H -1.5337 -2.2520 -4.7157 -0.17 0.31 0.03 0.507
C 0.2834 2.1507 -3.5128 -0.12 -0.17 0.15 0.062
C 2.0098 0.5878 -4.2443 -0.10 -0.27 -0.06 -0.231
C -0.7492 2.4433 -4.5683 -0.21 0.25 -0.44 -1.247
H 1.1092 2.8741 -3.5425 -0.02 -0.20 -0.06 0.506
H -0.1947 2.2392 -2.5315 0.17 -0.02 0.11 -0.314
H -0.2995 2.3770 -5.5608 -0.16 0.08 0.01 0.301
H -1.1432 3.4538 -4.4275 0.01 -0.08 -0.09 0.455
H -1.5991 1.7464 -4.5387 0.27 0.14 0.13 0.158
C 1.9396 0.7016 -5.7471 0.05 0.11 -0.30 -1.426
H 2.2960 -0.4308 -3.9684 -0.01 0.03 0.10 0.204
H 2.7810 1.2579 -3.8482 -0.12 0.07 0.10 0.281
H 1.1225 0.1081 -6.1813 0.20 0.09 0.23 0.245
H 2.8818 0.3508 -6.1764 -0.08 0.12 -0.06 0.441
H 1.7914 1.7454 -6.0271 0.07 -0.06 -0.19 0.338
H 0.0946 -0.6486 -1.8100 -0.57 0.21 -0.39 -1.092
Al -0.0177 0.0009 1.1885 -0.61 0.37 -0.02 -3.502
C 1.2883 -0.2676 -0.3367 0.46 0.90 1.39 1.963
Si 3.0136 0.2987 0.2245 0.59 0.10 -0.60 0.348
H 1.3650 -1.3212 -0.5403 0.07 -0.59 -0.29 0.264
H 1.1001 0.3461 -1.2424 0.17 -0.10 0.31 -1.362
C 4.2719 -0.7143 -0.7532 -0.20 -0.28 0.15 -1.202
C 3.5386 0.1342 2.0210 -0.26 -0.23 0.33 -1.007
C 3.2349 2.1146 -0.1994 0.36 0.08 0.26 -0.928
C -1.7003 -0.9941 0.7985 -0.14 -0.20 0.00 0.403
Si -3.3438 -0.0339 0.7796 0.92 -0.65 0.19 0.680
H -1.7882 -1.8411 1.5248 -0.10 0.47 -0.44 0.554
H -1.6052 -1.4525 -0.2108 -0.05 0.13 0.67 -0.434
C -4.5373 -1.0566 -0.2451 -0.07 -0.19 0.08 -1.150
C -3.1919 1.6662 0.0028 -0.28 0.22 -0.13 -0.521
C -3.9716 0.1633 2.5279 -0.24 0.04 -0.02 -1.073
H 2.7393 2.3735 -1.1317 -0.05 0.12 -0.17 0.158
H 4.3141 2.3402 -0.3103 -0.49 -0.07 0.06 0.400
H 2.8416 2.7593 0.6003 0.04 -0.13 -0.24 0.285
H 4.0936 -1.7996 -0.6202 0.12 0.42 -0.05 0.310
H 5.2872 -0.4939 -0.4066 -0.08 -0.06 -0.15 0.391
H 4.2026 -0.4919 -1.8219 0.07 -0.04 0.01 0.276
H 3.1809 -0.7792 2.5141 0.13 0.15 -0.08 0.207
H 3.2120 0.9869 2.6270 -0.04 -0.10 -0.08 0.282
H 4.6395 0.1099 2.0562 -0.31 0.03 -0.08 0.430
H -3.8797 1.7654 -0.8526 0.19 0.06 0.24 0.483
H -2.1750 1.8771 -0.3343 -0.05 0.08 -0.03 -0.297
H -3.4642 2.4274 0.7527 0.17 -0.13 -0.34 0.352
H -4.8640 0.8102 2.5089 0.23 -0.21 0.19 0.338
H -3.2209 0.6167 3.1926 -0.21 -0.09 -0.20 0.211
H -4.2537 -0.8182 2.9263 0.00 0.18 0.08 0.300
H -5.5554 -0.7262 -0.0347 -0.15 -0.10 -0.18 0.395
H -4.4521 -2.1238 0.0167 -0.10 0.32 -0.07 0.312
H -4.3514 -0.9512 -1.3238 -0.11 0.02 0.25 0.260
C -0.7356 4.2554 1.8338 0.30 -0.38 -0.51 -0.673
C -1.1348 4.2265 3.1684 0.05 -0.30 0.11 -1.141
C -1.0140 3.0339 3.8848 0.30 -0.53 -0.10 -0.757
C -0.5484 1.8642 3.2332 -0.46 1.17 0.09 0.256
C -0.2453 1.8713 1.8626 0.41 -0.34 -0.36 0.622
C -0.2645 3.0868 1.1906 -0.63 0.88 0.67 0.503
C -0.2743 0.6167 3.9595 0.79 -1.08 -1.01 1.126
C -0.4075 0.5082 5.3580 0.29 -0.79 0.49 -1.157
C 0.0351 -0.6367 5.9985 -0.17 1.03 -0.50 -1.168
C 0.6288 -1.6595 5.2364 0.72 -0.80 -0.73 0.784
C 1.2817 -2.7650 5.8504 0.10 -0.22 -0.10 -0.694
C 1.9502 -3.7199 5.0977 -0.19 0.33 0.51 -0.793
C 1.9648 -3.6267 3.6927 -0.60 0.68 -0.57 -0.589
C 1.3095 -2.5687 3.0580 0.45 -0.84 0.06 -0.345
C 0.6943 -1.5476 3.8017 -0.39 0.76 0.97 0.421
N 0.2409 -0.3960 3.1881 -0.43 0.28 1.06 1.285
H -0.7905 5.1866 1.2657 0.04 -0.22 0.23 0.447
H -1.5103 5.1324 3.6517 0.15 -0.36 -0.15 0.386
H -1.2411 2.9918 4.9553 -0.04 0.27 -0.49 0.405
H 0.0578 3.1665 0.1535 -0.13 -0.08 0.08 0.334
H -0.7881 1.3583 5.9170 0.03 -0.35 -0.08 0.447
H 0.0135 -0.7239 7.0858 -0.08 0.02 -0.29 0.410
H 1.2711 -2.8074 6.9485 0.02 -0.14 -0.54 0.400
H 2.4687 -4.5443 5.5912 -0.18 0.30 -0.14 0.380
H 2.4884 -4.3762 3.0854 -0.30 0.32 0.34 0.429
H 1.2778 -2.5217 1.9677 0.13 0.08 0.23 0.458
```
Forces are in eV/Å.

Calculated values
Orbital gap (Eh): 0.28538
LUMO energy (Eh): -0.1088
Maximum force (eV Å⁻¹): 2.11
Total energy (hartree): -2239.5332
Highest occupied orbital energy (eV): -10.73
Energy above the lowest of the compared OMol25 structures with the same formula, charge and spin (kcal/mol): 0.0
Total charge: +1